Entry 1:
155
Properties=species:S:1:pos:R:3:forces:R:3:mulliken_charge:R:1 method="wB97M-V/def2-TZVPD" de_lowest_kcal_mol=0.00 total_charge=+1
H 2.7513 1.9790 -6.1215 0.00 0.02 -0.03 0.4751
H -4.1566 0.8709 0.7505 -0.08 -0.09 -0.11 -0.0458
N 0.2791 -3.0174 0.5731 0.13 -0.02 -0.27 0.8577
H 1.6699 -5.2152 0.2181 0.01 0.04 0.02 -0.3314
H 1.4743 3.9663 0.2879 -0.25 0.03 0.35 0.0673
H -2.6386 -0.3851 -1.1437 0.04 -0.02 -0.01 -0.2175
C -4.2906 -3.1343 0.1423 0.03 0.03 0.06 -2.1457
H 0.1219 -6.0841 2.0309 0.01 0.01 0.04 0.3206
C -1.1429 -3.4798 -4.2099 0.00 -0.01 -0.01 -0.7572
H 4.1199 -4.7343 -1.7312 0.02 -0.05 -0.02 0.4856
H -5.8703 3.0576 3.2782 0.01 0.00 0.00 0.4156
H 1.5006 2.1449 -1.1786 -0.09 0.00 -0.03 -0.0166
H 2.1592 4.5749 2.6336 0.03 -0.02 0.02 0.4407
C -0.7770 -1.1964 -3.6439 -0.15 0.01 0.14 1.0164
C 2.5666 -0.6358 -3.2776 0.00 0.01 -0.01 0.1012
H -3.6118 5.1002 -2.3810 0.00 0.00 0.01 0.2552
H 4.5877 -3.9990 4.2862 0.03 -0.04 0.01 0.4829
C 1.0428 -1.3839 4.7234 0.02 -0.11 -0.07 -1.0344
C -5.2580 3.3698 1.2212 0.01 0.05 0.01 -0.8524
H 2.4996 -1.3440 -2.4638 -0.02 -0.01 0.01 -0.3045
N -0.5832 3.9010 0.7716 -0.02 -0.14 -0.09 0.6634
H 2.0836 -5.0928 2.9454 0.00 -0.02 -0.07 0.0222
C 1.0532 6.2028 1.7020 0.02 0.02 0.00 -0.9499
N 2.4707 -1.6567 0.5031 0.13 -0.12 -0.16 0.8722
C -4.3774 1.5785 2.7628 -0.08 0.02 0.00 -0.7592
H -3.2804 -1.4667 1.0081 0.04 0.05 -0.04 -0.4816
H 1.1828 -6.8787 -1.5208 0.02 -0.04 -0.01 0.4840
H 4.7029 3.4303 0.2518 0.00 0.04 0.00 0.5095
S -0.0081 0.0362 -2.6087 0.07 -0.09 -0.02 1.2002
H 0.1501 -2.8258 -2.6127 0.04 -0.01 0.06 0.2114
H -2.0199 1.0090 3.1021 0.36 0.05 0.38 -0.9621
Al 0.1254 -0.2619 0.6178 -0.11 0.31 -0.06 -2.9454
H -0.8671 -6.8212 0.7717 -0.04 -0.01 0.00 0.3725
H 4.5825 -1.1221 -3.8071 0.02 -0.01 0.00 0.4908
C 0.1045 6.2554 0.4997 -0.04 0.03 -0.01 -0.9574
H -3.5316 4.3025 2.1017 0.00 0.02 -0.01 0.2849
C -0.5110 -2.5355 -3.4177 -0.09 -0.02 0.03 -0.3509
H 4.0704 -3.8060 0.5355 0.00 0.00 0.05 -0.1310
N 0.4550 -0.8383 2.6375 -0.18 -0.05 0.11 0.6360
H -3.9524 2.5725 -1.3061 -0.01 -0.01 0.00 -0.0682
C 0.1414 -6.4902 1.0214 0.02 0.02 -0.03 -1.7037
C -1.8310 -2.7082 0.1321 -0.05 0.03 0.10 -0.2047
B 1.6043 -2.6651 1.2936 -0.05 0.04 0.12 0.7983
C 3.7033 -1.7992 -0.0154 0.02 0.00 0.05 -0.1396
H -3.3191 -1.7729 -2.0258 0.07 -0.04 -0.18 0.5128
H 1.0062 2.7491 1.4564 -0.17 0.02 0.09 -0.7196
N 1.2282 -1.9831 2.6219 0.17 0.08 0.10 0.4037
C 3.2395 1.8537 0.0822 0.11 0.01 0.00 2.2610
H -5.5181 2.8695 0.2853 0.01 -0.01 -0.02 0.1917
C -3.0794 2.4885 -1.9561 -0.06 -0.03 -0.03 1.1009
H 0.6818 1.7601 -4.7859 -0.03 0.03 0.01 0.3835
C -0.9574 3.6556 -2.2094 -0.02 0.06 -0.09 0.8731
C -2.2694 -1.7303 -5.4266 0.01 -0.01 0.01 -0.6792
C 2.5453 2.4521 -1.1355 0.09 -0.08 -0.18 -1.2452
H 0.7947 -7.3622 1.0133 0.01 -0.04 -0.01 0.4338
H 2.7176 2.1888 0.9788 0.10 -0.06 -0.03 -0.1945
H -0.5479 1.9044 2.8318 0.18 0.18 -0.17 -0.9863
H -2.9041 1.4183 -2.1228 0.01 0.01 -0.03 -1.1305
C 0.6264 -5.4509 0.0073 0.01 -0.02 -0.01 1.0380
H -2.9589 -1.4227 -6.1997 -0.02 0.01 -0.03 0.4709
H 6.1672 -2.4293 -1.2070 0.01 0.03 -0.03 0.2999
C 1.5335 1.1226 -4.5838 0.04 0.03 0.01 -0.6210
C -1.5165 -0.0160 5.5203 0.03 0.04 0.01 -1.6757
C 3.1839 0.3543 0.0894 -0.05 0.16 0.08 -0.4583
O 0.4170 -0.7241 -1.3676 -0.07 0.02 -0.03 -0.6302
H 2.0380 6.5661 1.4023 0.00 0.01 0.01 0.3194
C -0.4981 0.6040 4.5562 0.06 0.06 0.02 0.2689
H 2.5031 -5.5728 4.5826 0.03 -0.03 0.01 0.5321
C 3.7252 -0.4991 -4.0261 0.00 0.02 0.00 -0.3819
H 0.4596 4.6205 3.0747 -0.01 -0.01 0.04 0.3406
C -3.3860 -1.1795 -1.1163 0.11 0.11 0.05 -1.1642
H -4.2787 -3.7424 -0.7630 0.00 -0.02 -0.04 0.3793
H 0.2112 1.1909 5.1517 -0.01 -0.03 -0.02 0.4802
H 2.6671 -3.7453 -1.5389 -0.09 -0.02 -0.01 -0.0007
C 0.8198 3.7745 1.1502 0.02 0.04 0.07 1.1712
H -0.2922 7.2638 0.3706 0.00 -0.01 -0.02 0.5534
H -2.2097 -0.6558 4.9722 -0.04 -0.03 -0.02 0.2894
P -1.4742 2.5885 0.2397 0.07 0.08 -0.04 -1.3279
H -1.0438 -0.6158 6.2948 0.01 -0.03 0.03 0.4807
H 5.2353 2.0824 -0.7425 0.03 -0.01 -0.04 0.3132
C -1.6506 -0.7756 -4.6324 -0.06 -0.05 0.03 -0.5568
C -3.1928 -2.0730 0.1018 -0.01 0.04 0.05 2.1018
H -3.7580 2.0678 3.5167 -0.10 -0.01 -0.05 0.2272
H 0.9044 -4.9095 4.2465 -0.04 -0.01 0.02 0.3504
C 4.3335 -3.1329 -0.2820 0.01 -0.02 0.01 1.4204
H -1.8632 0.2773 -4.7707 0.00 0.04 0.00 0.3105
H -2.5083 -3.8196 -5.8262 -0.02 -0.03 -0.02 0.4421
C 1.4890 0.1794 -3.5702 0.04 0.13 0.08 0.8626
H 3.0511 2.1465 -2.0512 0.02 -0.09 -0.10 0.4632
H -4.4131 3.0220 -3.5608 0.02 -0.03 -0.01 0.6496
H 2.5178 -3.3447 5.3939 0.00 0.01 -0.04 0.5592
H -5.8541 4.2833 1.2598 0.00 -0.02 -0.02 0.5309
H 0.8383 -5.2690 -2.1574 0.04 0.04 -0.04 0.1805
H -2.2071 -4.7923 -0.5036 -0.06 -0.06 -0.01 0.5836
C -3.5282 1.3215 1.5259 -0.07 -0.13 -0.11 -0.1746
H 5.2086 1.9218 1.0176 0.02 -0.01 0.03 0.3904
H -1.7365 5.3700 -0.1773 -0.04 0.03 0.03 0.2540
H 0.6402 6.0117 -0.4223 0.00 0.00 -0.01 0.2681
C -0.1822 -4.1933 0.1205 -0.04 -0.07 0.08 0.0920
C -1.5289 -4.0343 -0.1599 0.09 0.04 -0.05 -1.0194
H 6.2651 -2.5807 0.5499 0.02 0.01 0.04 0.3902
H -2.7695 2.7274 -4.0938 0.00 0.00 0.02 0.0607
N -0.7204 -2.0887 0.5554 0.02 0.13 0.01 0.5934
C 4.6844 2.3448 0.1615 -0.05 -0.01 0.02 -2.0404
H -6.4437 1.8359 2.1633 -0.01 0.02 0.01 0.3556
H -2.0925 0.7712 6.0061 -0.03 0.03 0.02 0.4495
H -0.6462 2.8790 -2.9209 0.01 0.01 0.01 -0.2993
C 0.3175 -0.4969 3.9286 0.03 0.07 -0.07 -0.1429
C 3.7564 -3.7198 -1.5730 0.04 0.00 0.02 -1.1905
H 5.1601 -0.2844 -0.6752 0.08 0.03 -0.02 0.4910
N -2.9280 2.5643 1.0596 0.04 -0.11 -0.13 1.3953
H 4.3206 -2.2647 4.0957 0.02 0.04 0.01 0.3582
C -1.5378 4.8590 -2.9633 0.01 -0.03 0.02 -1.0148
H -3.6018 4.4159 0.3440 0.02 0.02 -0.01 0.3141
C 3.9440 -3.2504 3.8253 -0.02 -0.01 0.03 -1.3588
H -1.6333 2.3789 4.1369 0.03 0.00 0.03 1.3094
C 1.6066 -2.3057 3.8745 -0.04 -0.02 0.01 -0.1693
C 5.8541 -3.0307 -0.3526 -0.05 -0.02 0.00 -1.8713
H -4.3718 -0.7163 -1.0927 -0.06 0.06 0.01 0.6063
C -3.3668 3.1793 -3.2943 -0.02 0.00 -0.01 -0.8036
H -3.3540 5.1826 -4.1133 0.00 0.01 0.03 0.5255
H -4.1850 -3.7944 1.0022 0.01 -0.03 0.03 0.4049
C 0.5368 -6.0081 -1.4151 0.02 0.00 0.04 -1.6338
C 4.1914 -0.5328 -0.2857 -0.06 -0.07 0.06 -0.9007
C 3.7897 0.4378 -5.0483 -0.01 0.01 -0.01 -1.0207
H -1.6205 5.5672 1.5701 -0.01 0.01 0.00 0.3569
C -3.0413 4.6645 -3.2057 -0.02 0.01 -0.02 -0.8749
H 4.0546 -3.1162 -2.4320 0.01 -0.01 -0.03 0.1664
H 4.6966 0.5419 -5.6279 0.02 0.00 -0.01 0.4382
H 4.0234 -3.3576 2.7458 0.00 -0.01 -0.10 0.1428
C 2.6959 1.2460 -5.3294 -0.01 -0.01 0.00 -0.8326
C 1.1576 4.7696 2.2483 -0.04 -0.02 0.01 -1.4197
H -0.0661 3.9399 -1.6548 0.06 0.02 0.03 -0.6549
C -5.5829 2.4599 2.4113 -0.03 -0.02 -0.02 -0.8684
H -4.7062 0.6282 3.1879 0.01 -0.02 0.02 0.5535
H -2.7217 0.6199 1.7355 -0.30 -0.05 -0.37 -0.0140
C -1.2090 1.5302 3.5985 0.17 -0.04 0.14 0.6185
H 2.2268 -3.6482 1.4822 0.04 -0.11 0.02 -0.8916
C -2.0173 -3.0780 -5.2124 0.03 0.01 0.00 -0.8948
N -1.9468 3.1218 -1.2845 0.09 -0.02 0.18 1.1254
H 0.6983 6.8749 2.4846 0.00 0.01 0.01 0.4692
H -0.4832 -6.3205 -1.6413 -0.04 0.00 -0.02 0.3569
N 2.1397 -0.3363 0.5577 -0.16 -0.09 -0.05 0.6574
C -3.7818 3.7494 1.1877 -0.03 0.09 -0.01 -0.4929
H -1.0081 4.9786 -3.9113 0.01 -0.01 -0.02 0.4609
C 1.9616 -4.8331 3.9938 0.01 0.04 0.02 -1.4430
C -1.0584 5.2881 0.6718 -0.07 0.02 -0.01 -0.4219
C 2.5027 -3.4362 4.3034 0.01 0.00 0.05 0.2761
H -0.9563 -4.5316 -4.0410 0.00 -0.04 0.00 0.4843
H -5.2658 -2.6530 0.2004 -0.03 0.02 0.00 0.5032
H 6.2913 -4.0215 -0.4695 0.01 -0.02 -0.02 0.4380
N -0.6999 1.2602 0.3329 -0.08 -0.12 0.18 0.3427
H 2.5757 3.5418 -1.0856 0.11 -0.09 -0.16 0.7211
H -1.3708 5.7732 -2.3920 0.03 0.03 -0.01 0.3029
H 1.1342 -1.3619 5.7940 0.01 0.00 0.07 0.6639

***

Entry 2:
158
Properties=species:S:1:pos:R:3:forces:R:3:mulliken_charge:R:1 method="wB97M-V/def2-TZVPD" total_charge=+1
H -5.7952 0.2116 3.8427 0.01 -0.03 -0.01 0.2801
C 0.4115 -6.7557 -1.8504 0.11 0.00 -0.20 -0.4699
H -8.4363 -2.4795 3.7448 0.01 -0.05 -0.04 0.3265
H 1.2835 -4.3343 1.9033 0.01 0.04 -0.02 -0.1119
H -1.4561 1.1780 -2.7871 -0.05 0.00 0.05 0.2891
H -0.9724 14.6406 -6.1600 0.01 0.06 0.05 0.3260
C 7.3758 -4.6549 2.7788 -0.22 -0.40 0.33 -1.2952
N -0.4588 -6.0518 0.5059 -0.03 0.22 0.06 -0.3887
H 1.6053 1.0232 1.2884 0.07 0.01 -0.12 0.4230
Cl 5.4406 -6.3938 3.4059 -0.21 -0.10 -0.18 -0.1711
H -1.5127 -1.1987 0.9345 -0.05 0.01 0.03 -0.3914
C 1.5667 6.0821 0.0517 -0.09 -0.15 0.15 -0.2263
H -1.2236 -2.2167 6.7401 -0.04 0.06 -0.06 0.2822
C 1.7948 14.3299 -6.2478 0.00 -0.04 0.03 -1.1487
C -2.3776 -2.9874 8.4115 -0.03 0.14 0.13 -0.5691
C -2.4537 -1.5406 0.4933 -0.02 -0.06 0.00 -0.2119
N -0.8251 -2.5077 3.7715 0.30 -0.11 -0.18 -0.4244
C -1.9959 -8.5093 -5.6600 -0.04 0.03 0.06 0.2443
C -1.2011 2.2398 -2.7708 0.12 0.07 -0.21 0.0414
N -4.1279 -1.8920 5.6023 -0.03 -0.04 -0.03 -0.4823
H 7.8997 -0.0375 4.1477 -0.06 -0.23 0.12 0.3548
H -1.9527 -9.4669 -8.2182 -0.01 -0.04 0.04 0.3047
C 2.1371 -5.1993 3.6128 -0.72 -0.30 -0.27 -0.3978
H 1.0693 -6.9856 3.0252 -0.21 0.01 -0.09 0.3487
O 2.3537 0.8408 -1.1340 0.31 -0.34 -0.18 -0.4673
H -3.5078 -1.1491 8.6670 0.01 0.01 -0.02 0.3413
C -2.7909 -2.9623 0.9298 0.18 0.10 -0.20 -0.2928
H -3.7109 -3.2807 0.4409 -0.05 -0.05 0.11 0.4855
C 1.4625 0.0100 0.9165 -0.24 0.37 0.27 -0.5455
C -0.5954 13.8414 -5.5194 0.02 -0.19 -0.13 -0.3804
C -1.6030 9.3080 -0.6787 -0.25 0.09 0.00 -0.4857
C 0.8817 -6.0843 3.6084 0.40 -0.01 0.08 -1.3290
C -0.4230 14.3626 -4.1645 -0.05 0.08 -0.03 0.2278
H -1.2704 12.3408 -2.3717 0.02 0.04 0.04 0.1719
C -2.8193 -8.8484 -7.9800 0.03 0.16 -0.12 -0.4163
H -1.9113 -6.7438 -3.3587 -0.05 -0.06 -0.01 0.2653
H 2.1667 3.3701 0.5539 0.04 0.03 -0.03 0.3179
H -3.3633 -9.9757 -6.2112 0.04 0.01 0.06 0.2997
H 0.4878 12.8285 -7.0617 -0.06 -0.01 0.02 0.3111
C -6.7857 -2.7517 2.5065 0.13 0.00 0.11 0.2877
H -1.1198 9.6283 0.2465 0.08 -0.02 -0.03 0.3112
H -2.3968 -7.3875 -9.5165 0.00 0.01 0.00 0.3260
Cl 4.6938 -3.9553 5.2022 -0.05 0.00 0.06 -0.0752
H 3.9124 0.6090 2.0482 -0.04 0.01 -0.02 0.6658
H -0.1104 2.3058 -2.7888 0.00 0.01 0.08 0.2454
H -2.3497 -1.4870 -0.5909 0.01 0.01 0.00 0.4595
H -1.5211 -3.4748 8.8800 0.02 -0.03 -0.06 0.3326
C 2.3602 -2.9873 -1.7659 -0.29 0.08 -0.13 -0.7583
N 0.0560 7.7984 -2.0135 -0.09 0.02 -0.10 -0.4980
C -0.9049 11.4715 -1.8296 -0.07 -0.10 -0.04 -0.9127
H 2.6920 13.8937 -6.6858 0.01 0.01 0.00 0.3333
H -2.5451 10.1971 -2.4061 -0.02 -0.06 0.03 0.2901
C 6.8531 -1.3090 1.0775 0.00 -0.03 -0.01 -1.2013
C 0.7084 13.2729 -6.0897 0.16 0.08 -0.06 -0.3610
H 2.1518 6.2053 -0.8600 0.05 0.03 0.03 0.3928
N -1.1111 -8.1556 -5.0199 0.11 -0.14 -0.11 -0.4235
C -1.5413 -5.7529 -3.1245 -0.10 0.28 0.20 -1.3235
H 2.5775 -3.5872 -2.6452 0.15 -0.02 0.04 0.4376
H 0.6673 -6.3859 4.6332 -0.01 -0.06 -0.01 0.4407
C 1.7933 -1.6785 -2.2276 -0.03 0.17 -0.59 0.5125
C -0.6765 8.4596 -1.4261 0.04 0.01 0.02 0.3405
H -0.1575 10.9785 -2.4546 0.01 -0.02 0.03 0.3411
O 1.8996 -1.2025 -3.3051 -0.13 -0.01 0.24 -0.4933
N -2.0251 3.2857 -0.5252 -0.11 -0.07 -0.01 -0.5475
H -3.4370 -6.7828 -8.2277 0.00 0.01 0.00 0.3044
C -1.7911 2.9476 -3.9955 -0.18 0.01 -0.09 -0.6304
O 1.0543 -1.0249 -1.1971 0.49 -0.38 0.49 0.0362
C 4.5154 -1.3560 2.6897 0.08 0.54 -0.28 0.5965
C 1.4826 3.5660 -0.2761 -0.07 0.10 0.06 -0.2339
H -3.6669 -9.2674 -8.5238 -0.02 -0.04 0.05 0.3026
H 8.6664 0.0985 2.5685 0.01 -0.06 -0.03 0.4497
H 0.0868 4.7331 0.8634 -0.04 0.06 -0.01 0.2697
C -7.4819 -1.9913 3.5413 -0.25 0.09 0.11 -0.3482
H 3.2798 -2.8018 -1.2080 0.01 -0.03 0.05 0.3080
H -3.2359 -0.8401 0.7899 0.02 0.02 0.02 0.2106
H 0.4396 -0.2734 1.1701 0.04 -0.20 -0.13 -0.1815
H -1.8433 -3.8348 6.4882 -0.03 0.02 -0.07 0.2458
C -2.9885 -3.0961 2.4416 -0.24 -0.15 -0.20 0.1831
C 2.4706 6.0117 1.2011 0.14 0.04 -0.12 0.1515
H -3.6015 1.7574 -4.1257 -0.01 0.00 0.00 0.2975
H 1.9911 -4.4228 4.3641 0.30 -0.01 0.10 0.6097
C 5.8411 -4.7960 2.7578 0.66 0.66 0.12 0.5428
H 0.3341 -4.7742 -2.7174 0.02 -0.03 0.04 -0.2785
H -6.5951 1.2679 2.6767 0.01 0.00 -0.01 0.3556
C 8.0647 -0.5526 3.2058 0.02 0.53 -0.24 -1.3750
C -2.6279 -1.6422 9.0826 -0.02 -0.04 -0.01 -1.1420
H 8.6446 -1.4679 3.3474 -0.02 -0.02 0.09 0.2839
H -2.0528 -5.4010 -2.2244 0.07 0.02 0.02 0.2847
H -1.7729 -0.9756 8.9555 0.00 0.01 0.00 0.2934
H -3.7994 3.2680 -3.2293 0.01 -0.02 0.02 0.3380
N 3.1914 5.9349 2.0917 -0.03 -0.07 0.05 -0.4902
H 6.0410 -2.9314 3.7132 -0.04 0.00 -0.07 -0.0130
C -3.1234 -8.9461 -6.4806 -0.07 -0.18 -0.18 -0.4116
C 2.9522 -3.1243 2.2926 0.22 -0.12 0.00 -0.4922
C -6.3988 0.2273 2.9335 -0.02 0.02 0.02 -0.8919
H -2.4655 8.7028 -0.3943 0.04 -0.06 -0.01 0.3441
H -3.9965 -8.3403 -6.2307 0.05 0.06 0.05 0.2756
H -1.3634 13.0661 -5.4938 -0.02 0.03 0.06 0.2770
H -3.7811 -2.4282 2.7834 0.06 0.03 0.10 -0.1085
C -0.0818 -6.3718 -0.5305 0.01 -0.08 -0.03 0.1491
H 6.6280 -2.3700 0.9487 -0.09 0.01 0.03 0.2020
H 7.8272 -5.6399 2.6845 0.07 0.05 -0.22 0.4997
C 2.4604 -0.8808 1.5859 -0.25 0.18 0.08 0.1982
H -8.2946 -0.0481 3.9110 -0.02 -0.06 0.02 0.3157
H -0.4101 11.8287 -0.9253 0.02 0.03 -0.01 0.3013
H 1.4623 15.1392 -6.9001 0.00 0.01 0.00 0.3051
H -1.7026 -6.9843 -7.9495 -0.01 0.00 0.02 0.3310
C -0.0322 -5.7791 -2.9438 -0.14 0.07 -0.10 0.1720
H 7.7039 -4.2630 3.7431 0.06 0.09 -0.05 0.3023
H 1.0678 12.4675 -5.4466 -0.05 -0.01 0.02 0.2624
N 2.1743 -2.1896 1.6948 -0.06 -0.09 -0.09 0.7430
C 0.6817 4.8378 -0.0450 0.14 -0.07 0.02 -0.3619
H 2.9813 -5.8416 3.8345 0.25 0.38 0.23 -0.1866
H -0.0195 4.9811 -0.8637 -0.01 0.12 -0.01 0.2189
H 1.6512 -3.5167 -1.1311 0.05 0.01 0.07 0.0066
H -5.8078 -0.2077 2.1248 0.00 -0.02 0.00 0.1467
H 0.0124 -5.5628 3.2134 -0.03 -0.03 -0.05 0.2163
C 1.6946 0.0226 -0.5806 -0.36 0.31 -0.07 0.4644
C 2.2994 -4.4830 2.2744 -0.43 -0.02 0.07 0.4984
C 4.1806 -2.7338 2.8163 -0.08 0.06 -0.01 -0.0644
C -1.7717 -2.7921 3.1836 -0.05 0.18 0.14 -0.0971
H 1.2904 -2.4956 1.3036 -0.07 -0.07 0.13 -0.0090
H 2.0739 3.6270 -1.1913 0.02 -0.04 0.01 0.3142
H 0.4364 -6.0873 -3.8784 0.02 -0.07 0.02 0.4442
C 6.7819 -0.8986 2.5249 0.20 0.22 0.07 1.1611
H 1.5013 -6.8076 -1.8024 0.00 -0.01 0.08 0.2744
H -2.7949 -1.7728 10.1511 0.00 0.01 0.00 0.3438
H 7.8412 -1.1261 0.6645 0.03 -0.01 0.01 0.4097
H 0.0545 -7.7596 -2.0871 -0.05 0.00 0.04 0.4473
H 7.7285 -4.0296 1.9605 0.03 0.14 0.09 0.2904
H -1.8169 -5.0851 -3.9412 -0.01 -0.03 -0.02 0.4004
H -1.3302 2.5200 -4.8871 0.06 -0.02 0.03 0.3704
C -2.5748 -7.4170 -8.4423 0.02 -0.04 0.01 -1.1175
Br 3.0634 -5.5789 0.8429 0.13 -0.01 0.06 -0.0224
H 2.0710 14.7613 -5.2848 -0.02 0.02 0.00 0.3426
H -6.8952 -2.0379 4.4614 0.10 -0.03 -0.06 0.2103
H 0.8096 2.7154 -0.3660 -0.03 0.00 -0.01 -0.3725
C -3.3058 2.8077 -4.0866 0.03 0.03 0.01 -1.1906
N -0.2779 14.7614 -3.0981 0.02 0.00 0.02 -0.4590
C 3.6379 -0.4347 2.0954 0.15 -0.23 0.13 -0.8292
H -3.6810 3.2947 -4.9859 -0.01 -0.01 0.00 0.3577
C -2.0529 10.5284 -1.4898 0.11 0.17 -0.07 -0.5084
C -2.0885 -2.8595 6.9116 0.08 -0.17 0.18 -0.2363
H -3.3055 -4.1095 2.6912 0.02 0.00 0.04 0.4764
H -3.2374 -3.6417 8.5647 0.01 -0.03 -0.05 0.3164
H -2.8021 11.0648 -0.9058 -0.02 -0.06 0.04 0.3270
H 0.9478 6.9684 0.1457 0.05 0.09 0.06 -0.0657
H -8.2990 -0.4936 2.2156 -0.03 -0.05 0.01 0.3063
C -3.2268 -2.3158 6.1746 -0.01 0.06 -0.11 0.2933
H 6.1259 -0.7369 0.4995 -0.03 -0.05 -0.04 0.3337
H -2.0004 -3.6465 0.6094 -0.04 -0.06 0.01 -0.0646
C 5.2065 -3.5974 3.5319 0.06 0.00 -0.02 -0.0641
N 5.6917 -0.8434 3.1812 0.06 -0.75 0.10 -0.6771
N -6.2061 -3.3244 1.6976 0.04 -0.01 -0.07 -0.4786
H -1.5176 4.0038 -3.9726 0.05 -0.01 0.03 0.3301
C -1.6743 2.8223 -1.5156 -0.01 -0.14 0.06 0.1499
C -7.7057 -0.5321 3.1308 0.14 0.14 -0.06 -0.4795
H 5.5211 -4.7082 1.7224 -0.27 -0.44 0.03 0.1301

***

LUMO energy (Ha)
-0.0649, -0.1197
Orbital gap (eV)
8.4882, 9.2380